A structure of composition C23H22ClMnNOPS2 at a distorted geometry, computed with ωB97M-V with the def2-TZVPD basis set.

The geometry in ORCA input format:
```
! RIJCOSX wB97M-V def2-TZVPD def2/J DEFGRID3
* xyz 1 2
Mn 0.77 -0.06 -1.47
Cl -1.44 0.76 -2.50
S 1.28 -0.10 -3.88
S 0.40 -2.90 -4.56
P -0.42 0.66 0.45
O 2.55 -0.89 -1.10
N 2.66 -2.35 -3.52
C -2.19 0.89 0.11
C 2.23 3.72 0.37
C 1.64 2.47 0.36
C -4.48 1.23 0.79
C 0.08 4.73 0.72
C 1.55 -1.77 -3.92
C -2.61 0.97 -1.21
C 1.84 -2.42 0.54
C 0.16 0.70 3.19
C 2.63 -3.81 -3.42
C -3.15 1.01 1.11
C 0.26 2.34 0.54
C -4.87 1.32 -0.54
C 1.62 -4.25 -4.48
C -0.52 3.48 0.71
C -0.38 -1.12 4.67
C 1.45 4.85 0.55
C -0.93 -1.28 2.34
C -0.93 -1.83 3.61
C -0.39 -0.01 2.12
C 1.57 -1.48 -0.59
C 0.16 0.13 4.46
C -3.93 1.19 -1.56
H 0.58 1.68 3.04
H 2.91 -2.62 0.61
H -4.22 1.24 -2.60
H 2.30 -4.10 -2.42
H -1.59 3.40 0.84
H -0.38 -1.56 5.66
H 3.30 3.81 0.24
H -2.85 0.94 2.15
H -5.21 1.32 1.57
H 0.59 0.68 5.29
H 3.62 -4.22 -3.61
H 1.50 -1.94 1.46
H -1.36 -2.81 3.77
H -5.91 1.48 -0.80
H 2.09 -4.36 -5.45
H 1.27 -3.35 0.44
H 2.26 1.58 0.24
H 1.13 -5.18 -4.21
H -0.53 5.62 0.85
H 3.33 -1.79 -3.01
H -1.36 -1.83 1.51
H 1.91 5.83 0.55
*
```

The energy above the lowest of the compared OMol25 structures with the same formula, charge and spin is 47.90 kJ/mol. As for the expectation value of S²: 1.15. For the frontier orbital gap (alpha / beta), the calculation gives 8.7 / 8.3 eV.

***

A structure of composition C6H10O at a distorted geometry, computed with ωB97M-V with the def2-TZVPD basis set.

The geometry in ORCA input format:
```
! RIJCOSX wB97M-V def2-TZVPD def2/J DEFGRID3
* xyz 0 1
O -0.92 0.03 2.04
C -0.97 -0.09 0.65
C -0.02 0.32 -1.53
C -0.14 -1.31 0.22
C 1.25 0.58 0.21
C 0.87 -0.63 -0.68
C -0.24 1.00 -0.11
H 0.52 1.02 -2.20
H -1.41 0.82 2.30
H 0.33 -1.72 1.14
H 1.60 -1.26 -1.17
H -0.66 2.03 0.00
H -0.75 -2.09 -0.26
H 2.02 1.26 -0.22
H -2.05 -0.21 0.37
H 1.44 0.38 1.26
H -0.87 -0.12 -2.02
*
```

The energy above the lowest of the compared OMol25 structures with the same formula, charge and spin is 70.94 kJ/mol. For the frontier orbital gap, the calculation gives 11.0 eV.

***

A structure of composition C3H4INO at a distorted geometry, computed with ωB97M-V with the def2-TZVPD basis set.

The geometry in ORCA input format:
```
! RIJCOSX wB97M-V def2-TZVPD def2/J DEFGRID3
* xyz 0 1
I -2.72 0.17 0.19
O 1.10 -0.38 1.14
N -0.08 -1.07 -0.63
C -0.64 0.20 -0.64
C 0.25 1.04 0.22
C 0.77 -1.28 0.26
H 1.14 -2.30 0.14
H -0.78 0.65 -1.68
H 1.11 1.55 -0.12
H -0.14 1.41 1.12
*
```

The energy above the lowest of the compared OMol25 structures with the same formula, charge and spin is 164.93 kJ/mol. For the frontier orbital gap, the calculation gives 9.3 eV.

***

A cluster of 8 separate species, C25H34Cl15FNO3PS in total at a distorted geometry, computed with ωB97M-V with the def2-TZVPD basis set.

The geometry in ORCA input format:
```
! RIJCOSX wB97M-V def2-TZVPD def2/J DEFGRID3
* xyz 0 1
Cl 2.25 1.06 -1.88
Cl -1.90 2.24 2.60
Cl 1.48 -1.06 -6.25
Cl 3.85 -2.21 -4.96
Cl -4.62 -1.82 -2.14
Cl -4.11 -4.45 -3.31
Cl 0.34 3.84 -2.52
Cl -1.95 5.04 -3.90
Cl 2.34 -5.08 3.71
Cl 0.26 2.86 -7.63
Cl -2.66 4.78 3.88
Cl -1.02 0.73 5.41
Cl 0.27 2.85 6.97
Cl 4.59 1.03 -3.65
Cl -0.40 1.50 -10.14
S 2.16 -0.52 1.86
P -0.46 -1.63 -1.21
F -5.68 -0.82 3.87
O -0.57 -1.80 -2.67
O -1.61 -2.54 -0.53
O 0.97 -2.20 -0.74
N -0.38 0.68 0.47
C 0.79 1.48 0.61
C 2.34 -3.33 3.24
C 0.47 -0.92 2.21
C 1.75 3.67 0.16
C 3.76 -2.78 3.52
C 3.06 1.98 1.22
C -0.56 -0.29 1.50
C 2.96 3.26 0.70
C 0.19 -1.85 3.21
C -1.26 2.16 6.41
C 2.58 -2.45 -6.17
C 3.14 0.17 -3.12
C 1.99 1.09 1.19
C -1.15 -2.13 3.51
C -1.88 -0.59 1.85
C -1.61 3.98 2.69
C 1.23 -2.60 4.03
C -0.64 0.14 -0.90
C -0.86 3.66 -3.81
C 0.81 1.74 -8.88
C -4.51 -0.56 3.16
C -3.64 -1.82 3.16
C 0.69 2.79 0.12
C -2.19 -1.51 2.84
C -3.69 -2.73 -3.33
H -4.77 -0.27 2.14
H -3.99 -2.52 2.39
H 4.44 -3.59 3.78
H 3.43 -0.79 -2.71
H -3.91 -2.33 -4.32
H -0.27 3.09 -0.29
H -1.62 0.45 -1.26
H 1.65 -1.92 4.77
H -1.78 2.91 5.82
H 3.04 -2.58 -7.14
H -1.23 -2.99 0.24
H -2.63 -2.63 -3.11
H -1.79 4.42 1.72
H 0.69 -3.36 4.60
H 3.75 -2.06 4.33
H 2.01 -3.33 -5.89
H 4.18 -2.32 2.62
H -3.96 0.25 3.64
H -1.39 -2.84 4.30
H -0.57 4.13 2.99
H 3.79 3.95 0.70
H -2.69 -0.10 1.32
H 0.93 -3.07 -0.34
H 2.14 -3.27 2.17
H 1.71 2.14 -9.33
H 2.49 0.02 -3.97
H -1.85 1.89 7.28
H 4.00 1.67 1.66
H 1.63 4.68 -0.24
H -3.72 -2.34 4.11
H 1.02 0.78 -8.42
H 0.10 0.57 -1.59
H -0.34 3.56 -4.75
H -1.45 2.77 -3.60
*
```

The energy above the lowest of the compared OMol25 structures with the same formula, charge and spin is 0.00 kJ/mol. The SMILES is C[C@@H](Cl)Cc1cc(CCF)cc2c1Sc1ccccc1N2CP(=O)(O)O.ClCCl.ClCCl.ClCCl.ClCCl.ClCCl.ClCCl.ClCCl. For the frontier orbital gap, the calculation gives 8.1 eV.

***

The molecule C6H12O at a distorted geometry, computed with ωB97M-V with the def2-TZVPD basis set.

The geometry in ORCA input format:
```
! RIJCOSX wB97M-V def2-TZVPD def2/J DEFGRID3
* xyz 0 1
O -1.71 0.69 1.52
C -1.89 -0.80 -0.27
C -0.61 0.05 -0.58
C 1.57 1.18 0.24
C 1.50 -1.22 -0.47
C -1.82 0.61 0.13
C 0.70 -0.10 0.17
H 0.91 -2.14 -0.50
H 1.06 2.03 0.70
H -2.46 1.36 -0.32
H 1.77 -0.95 -1.51
H 2.47 0.98 0.85
H -1.82 -1.58 0.47
H 1.92 1.49 -0.75
H -2.53 -1.00 -1.14
H 0.46 -0.37 1.20
H -0.66 -0.31 -1.59
H 2.43 -1.42 0.07
H -1.29 1.51 1.78
*
```

The energy above the lowest of the compared OMol25 structures with the same formula, charge and spin is 200.62 kJ/mol. The SMILES is CC(C)[C@H]1C[C@H]1O. For the frontier orbital gap, the calculation gives 10.1 eV.

***

A cluster of 2 separate species, C4H9N in total, computed with ωB97M-V with the def2-TZVPD basis set.

The geometry in ORCA input format:
```
! RIJCOSX wB97M-V def2-TZVPD def2/J DEFGRID3
* xyz 0 1
N -0.68 -0.46 0.32
C -1.18 0.26 1.52
C -0.57 -1.91 0.52
C 0.99 1.51 -1.77
C 0.08 0.33 1.33
H 0.21 0.95 -1.26
H 0.76 2.58 -1.74
H 1.03 1.19 -2.81
H -0.40 -2.19 1.57
H -2.10 0.44 2.04
H 1.10 0.61 1.54
H 1.98 1.36 -1.33
H -1.49 -2.39 0.17
H 0.27 -2.28 -0.09
*
```

The energy above the lowest of the compared OMol25 structures with the same formula, charge and spin is 361.28 kJ/mol. The SMILES is CN1C=C1.C. For the frontier orbital gap, the calculation gives 9.5 eV.

***

A cluster of 2 separate species, C20H23Cl4N2O2P in total at a distorted geometry, computed with ωB97M-V with the def2-TZVPD basis set.

The geometry in ORCA input format:
```
! RIJCOSX wB97M-V def2-TZVPD def2/J DEFGRID3
* xyz 0 1
Cl -5.65 -8.26 1.41
Cl -7.11 -5.87 -0.13
Cl -7.12 -3.10 4.44
Cl -4.83 -5.09 5.70
P -3.62 1.05 2.89
O -6.78 -3.34 1.36
O -4.40 -7.39 3.87
N -5.18 0.97 3.48
N -4.11 0.17 1.55
C -6.08 0.97 2.41
C -5.16 -6.53 3.43
C -6.53 -5.72 1.47
C -5.41 2.73 5.16
C -7.13 1.53 -0.11
C -7.26 1.69 2.31
C -2.23 -1.35 1.47
C -4.60 0.39 5.75
C -7.77 2.01 1.04
C -6.91 0.67 5.18
C -5.50 -5.33 4.17
C -6.06 -4.21 3.48
C -6.55 -4.34 2.01
C -5.53 1.24 4.89
C -3.98 -1.57 -0.17
C -5.99 0.71 0.00
C -2.51 0.51 -0.25
C -5.44 0.48 1.26
C -3.19 -0.53 0.63
C -5.76 -6.68 2.06
H -6.93 -0.40 4.98
H -5.66 2.91 6.20
H -5.55 0.33 -0.91
H -3.26 -2.20 -0.70
H -4.57 -2.22 0.48
H -7.12 0.82 6.24
H -3.55 0.58 5.59
H -7.50 1.79 -1.11
H -5.17 -3.67 3.41
H -1.66 -0.77 2.19
H -4.86 0.57 6.80
H -7.80 2.08 3.18
H -4.62 -1.14 -0.94
H -4.40 3.09 4.95
H -8.64 2.66 0.95
H -1.82 -0.01 -0.92
H -1.97 1.25 0.35
H -3.25 1.06 -0.85
H -7.72 1.17 4.64
H -6.09 3.30 4.52
H -2.78 -2.11 2.02
H -4.80 -0.67 5.57
H -1.55 -1.87 0.79
*
```

The energy above the lowest of the compared OMol25 structures with the same formula, charge and spin is 219.19 kJ/mol. For the frontier orbital gap, the calculation gives 2.7 eV.

***

The molecule C4H6N2 at a distorted geometry, computed with ωB97M-V with the def2-TZVPD basis set.

The geometry in ORCA input format:
```
! RIJCOSX wB97M-V def2-TZVPD def2/J DEFGRID3
* xyz 0 1
N 0.36 0.08 -0.42
N -0.27 -1.11 -0.12
C 1.78 -0.18 0.13
C -0.35 1.03 -0.08
C -1.55 -0.84 -0.03
C -1.68 0.49 0.13
H -0.15 2.01 0.12
H 2.43 0.70 -0.07
H 2.23 -0.81 -0.67
H 1.87 -0.60 1.15
H -2.58 0.99 -0.28
H -2.11 -1.76 0.13
*
```

The energy above the lowest of the compared OMol25 structures with the same formula, charge and spin is 296.12 kJ/mol. The SMILES is Cn1cccn1. For the frontier orbital gap, the calculation gives 9.8 eV.

***

A structure of composition C7H10N2 at a distorted geometry, computed with ωB97M-V with the def2-TZVPD basis set.

The geometry in ORCA input format:
```
! RIJCOSX wB97M-V def2-TZVPD def2/J DEFGRID3
* xyz 0 1
N 0.29 0.37 -1.98
N 0.07 1.46 1.26
C 0.82 -0.89 0.50
C -1.17 -1.88 0.72
C 0.80 1.93 0.05
C -0.20 0.21 0.48
C -0.15 0.98 -0.79
C 0.23 -2.11 0.33
C -1.43 -0.61 0.89
H 0.63 1.26 2.06
H 1.77 1.44 0.12
H -2.03 -2.66 0.53
H 0.77 -0.55 -1.83
H 0.56 -3.03 -0.12
H 0.80 3.05 -0.14
H 1.93 -0.71 0.52
H -0.33 0.24 -2.74
H -2.28 -0.10 1.12
H -1.08 1.60 -0.98
*
```

The energy above the lowest of the compared OMol25 structures with the same formula, charge and spin is 348.07 kJ/mol. For the frontier orbital gap, the calculation gives 8.9 eV.

***

A structure of composition C4H5HgO3 at a distorted geometry, computed with ωB97M-V with the def2-TZVPD basis set.

The geometry in ORCA input format:
```
! RIJCOSX wB97M-V def2-TZVPD def2/J DEFGRID3
* xyz 3 1
Hg 1.10 2.83 3.10
O 0.18 2.41 1.48
O -1.77 2.63 0.31
O -0.58 0.68 -0.83
C 0.59 -1.24 -0.15
C -0.42 -0.59 -0.88
C 0.93 -2.50 -0.55
C -0.64 2.57 0.64
H 1.60 -3.11 0.04
H -1.00 -1.13 -1.64
H 1.08 -0.73 0.68
H -1.61 1.10 -0.70
H 0.55 -2.91 -1.48
*
```

For the frontier orbital gap, the calculation gives 4.3 eV.

***

A structure of composition C18H19AsAuNS at a distorted geometry, computed with ωB97M-V with the def2-TZVPD basis set.

The geometry in ORCA input format:
```
! RIJCOSX wB97M-V def2-TZVPD def2/J DEFGRID3
* xyz 0 1
Au -1.69 -0.14 -2.56
As -0.75 0.75 1.23
S -0.90 4.23 -3.37
N 1.02 0.93 -1.94
C 1.15 -2.84 1.27
C 3.38 1.33 -2.10
C -2.90 2.66 -2.78
C 0.81 2.11 -2.66
C -0.52 2.59 -2.90
C 2.29 0.57 -1.76
C -2.37 0.65 2.28
C -0.60 -4.20 3.01
C 1.90 2.97 -3.06
C 3.18 2.55 -2.69
C 0.66 -4.75 2.70
C -0.77 -1.22 0.65
C -1.72 1.85 -2.69
C -2.59 3.95 -3.07
C -0.17 -2.32 1.46
C -0.99 -3.03 2.35
C 1.51 -4.03 1.83
C 0.57 0.46 2.64
H -1.97 -2.63 2.60
H -3.18 4.83 -3.04
H 4.37 0.98 -2.05
H -0.35 -1.16 -0.37
H -3.23 1.08 1.77
H 0.28 -0.47 3.27
H -1.24 -4.72 3.70
H 1.81 -2.37 0.50
H 2.38 -0.41 -1.28
H -2.22 1.19 3.18
H 1.47 0.21 2.15
H 1.65 3.72 -3.78
H 0.95 -5.72 3.07
H -2.62 -0.38 2.55
H 2.50 -4.53 1.50
H -3.94 2.31 -2.63
H 0.67 1.28 3.31
H -1.83 -1.44 0.63
H 4.03 3.18 -2.92
*
```

The energy above the lowest of the compared OMol25 structures with the same formula, charge and spin is 174.77 kJ/mol. For the frontier orbital gap, the calculation gives 7.3 eV.

***

A cluster of 3 separate species, C29H64BFN2O10P3 in total at a distorted geometry, computed with ωB97M-V with the def2-TZVPD basis set.

The geometry in ORCA input format:
```
! RIJCOSX wB97M-V def2-TZVPD def2/J DEFGRID3
* xyz -1 1
P 1.44 7.24 -3.67
P 1.31 5.54 -2.29
P 3.18 4.23 -2.56
F 0.21 2.26 -2.78
O 5.25 3.52 -5.54
O 3.82 5.65 -3.40
O -0.08 -0.58 2.48
O 6.79 4.73 -4.19
O -0.10 7.93 -3.64
O 2.37 8.31 -3.20
O 1.67 6.79 -5.26
O -5.56 -5.26 3.72
O -3.63 -1.72 5.06
O -7.94 -8.26 1.30
N -2.98 -1.71 2.14
N -6.27 -8.31 3.77
C 4.67 4.42 0.11
C 2.33 -0.07 -3.69
C 0.67 1.17 -0.69
C 6.38 6.34 -0.65
C -3.10 -2.89 3.00
C 0.90 2.49 -1.57
C 2.44 2.73 -1.59
C 6.10 5.08 0.23
C -7.73 -8.43 3.71
C 2.52 2.24 -4.86
C -8.17 -9.11 2.42
C 4.55 0.47 -4.59
C -5.80 -7.45 4.85
C 6.45 5.33 1.77
C -4.12 -2.67 4.10
C -6.17 -5.96 4.79
C 3.61 5.00 -0.86
C 4.21 -1.75 -3.44
C 5.06 -0.81 -4.14
C 2.82 -1.35 -3.24
C -6.27 -5.33 2.49
C -0.44 -1.79 1.82
C -1.84 -1.77 1.22
C -0.50 -0.50 3.83
C 2.49 3.66 -4.25
C -6.93 -8.73 0.43
C 4.88 3.41 -2.86
C 3.18 0.93 -4.38
C -4.34 -0.50 5.05
B 5.63 3.86 -4.22
H 1.46 1.91 -5.08
H -1.48 -0.02 3.91
H -4.14 0.06 4.13
H 2.89 4.38 -5.02
H -0.38 1.20 -0.28
H -5.94 -8.66 0.90
H 2.63 2.80 -0.48
H -9.25 -9.29 2.47
H -7.68 -10.09 2.30
H -4.26 -3.61 4.64
H 2.29 7.45 -5.63
H -5.78 -5.50 5.70
H 4.48 6.14 -2.89
H 4.26 4.41 1.17
H -6.14 -7.86 5.81
H 5.25 1.12 -5.14
H -3.99 0.10 5.89
H -3.41 -3.75 2.39
H 4.66 -2.71 -3.10
H -1.92 -0.89 0.58
H -6.93 -8.10 -0.46
H -0.73 7.33 -4.08
H 6.86 4.30 -0.09
H -6.06 -4.41 1.93
H -8.21 -7.45 3.74
H 6.13 -1.05 -4.34
H -7.25 -5.80 4.81
H 6.05 4.45 2.36
H 7.36 6.78 -0.30
H 6.44 5.59 -3.91
H 2.17 -2.10 -2.72
H 4.87 2.30 -2.70
H 2.91 2.32 -5.92
H -5.09 -2.37 3.69
H -5.93 -7.93 2.89
H 2.63 4.96 -0.28
H 1.41 3.99 -4.27
H 5.69 3.74 -2.13
H 0.84 0.23 -1.27
H 0.27 -1.89 0.99
H -1.96 -2.64 0.56
H -7.35 -5.40 2.63
H -0.26 -2.65 2.47
H -2.87 -0.89 2.72
H 0.11 4.91 -2.69
H 0.30 3.24 -0.99
H -5.91 -6.16 1.89
H -4.71 -7.52 4.85
H -8.08 -9.02 4.56
H -2.14 -3.14 3.47
H 1.33 1.23 0.22
H 2.94 1.75 -1.82
H -5.41 -0.66 5.16
H 6.04 6.30 2.12
H 5.62 7.13 -0.41
H -7.12 -9.76 0.12
H 7.57 5.24 1.85
H 4.83 3.32 -0.11
H 1.26 0.14 -3.51
H -0.51 -1.48 4.32
H 3.73 6.13 -0.90
H 0.21 0.14 4.36
H 5.99 3.19 -6.07
H 6.44 6.13 -1.75
*
```

The energy above the lowest of the compared OMol25 structures with the same formula, charge and spin is 267.81 kJ/mol. For the frontier orbital gap, the calculation gives 5.9 eV.

***

A cluster of 2 separate species, C10H16 in total at a distorted geometry, computed with ωB97M-V with the def2-TZVPD basis set.

The geometry in ORCA input format:
```
! RIJCOSX wB97M-V def2-TZVPD def2/J DEFGRID3
* xyz -1 2
C 1.15 2.13 -0.24
C 0.63 -0.59 0.12
C 0.95 1.62 1.07
C -2.56 0.27 -0.02
C 1.02 -0.10 -1.12
C 2.11 -2.35 1.00
C 0.52 0.25 1.23
C 0.68 -2.02 0.49
C 1.27 1.28 -1.34
C -2.72 1.11 -1.32
H 2.17 -1.91 2.01
H -3.46 0.31 0.61
H 2.91 -1.86 0.44
H 1.40 3.19 -0.24
H 0.03 -0.07 2.15
H 2.34 -3.42 0.98
H -3.15 2.08 -1.14
H -1.73 1.21 -1.73
H 1.27 -0.84 -1.88
H -1.81 0.86 0.52
H -2.29 -0.77 -0.13
H 1.00 2.36 1.86
H 0.53 -2.71 -0.37
H 1.32 1.83 -2.27
H -0.12 -2.33 1.15
H -3.44 0.48 -1.83
*
```

The energy above the lowest of the compared OMol25 structures with the same formula, charge and spin is 89.49 kJ/mol. As for the expectation value of S²: 0.76. For the frontier orbital gap (alpha / beta), the calculation gives 3.2 / 7.3 eV.

***

| no. | total energy (a.u.) |
| --- | --- |
| 1 | -3768.304656 |
| 2 | -309.815353 |
| 3 | -544.320081 |
| 4 | -8995.858805 |
| 5 | -310.982858 |
| 6 | -212.413565 |
| 7 | -3217.900620 |
| 8 | -265.422787 |
| 9 | -382.119588 |
| 10 | -533.072765 |
| 11 | -3521.590289 |
| 12 | -3154.049517 |
| 13 | -390.549132 |